No. 1
C9H12O | ωB97M-V with the def2-TZVPD basis set

For the strongest force on any atom, the calculation gives 4.7 eV Å⁻¹. For the HOMO-LUMO gap (spin up / spin down), the calculation gives 7.343 / 9.137 eV. Its total energy is -11566.8025 eV. Its energy above the lowest of the compared OMol25 structures with the same formula, charge and spin is 784.0 kJ/mol. Its HOMO energy (spin up / spin down) is -7.3271 / -8.2280 eV. For the LUMO energy (spin up / spin down), the calculation gives 0.016 / 0.909 eV.

The geometry in ORCA input format:
```
! RIJCOSX wB97M-V def2-TZVPD def2/J DEFGRID3
* xyz 0 1
H 0.65154 2.85166 -0.50552
C 1.59321 -1.50249 0.13777
H -0.32732 2.17541 0.79173
H 0.63153 -0.18531 1.60348
C 0.00477 1.95654 -0.25307
H -1.11321 1.67856 -2.15497
C -1.81363 0.33929 -0.62671
H -2.09890 2.38788 -0.88611
C -0.89292 -0.68351 -0.06209
H 2.04446 1.01309 -0.16818
H -2.83124 -4.05122 2.11429
C -1.99166 -3.73411 1.48573
C -1.08324 -3.70506 0.69652
H 2.13432 -2.17738 0.90109
H -0.32203 -3.20430 0.00054
C 1.04007 0.75454 -0.39156
H -2.87054 0.20419 -0.52840
H 0.99908 0.52053 -1.46355
C -1.31263 1.73172 -1.02002
O -1.19050 -0.90028 -1.34916
C 0.62543 -0.45370 0.46260
H 1.95197 -1.46431 -0.89006
*
```

=====

No. 2
C9H12O2S | ωB97M-V with the def2-TZVPD basis set

For the strongest force on any atom, the calculation gives 8.3 eV Å⁻¹. For the HOMO-LUMO gap (spin up / spin down), the calculation gives 6.665 / 6.803 eV. Its total energy is -24451.8340 eV. Its energy above the lowest of the compared OMol25 structures with the same formula, charge and spin is 6.9 kJ/mol. Its HOMO energy (spin up / spin down) is -5.9182 / -9.0033 eV. For the LUMO energy (spin up / spin down), the calculation gives 0.747 / -2.201 eV.

The geometry in ORCA input format:
```
! RIJCOSX wB97M-V def2-TZVPD def2/J DEFGRID3
* xyz 0 3
H -3.02867 0.95998 -0.03325
C 1.72650 1.75381 -1.17364
C -1.06283 0.30569 0.99789
H -1.81458 -1.29696 -2.51259
H 2.22704 0.66541 1.43837
C 0.14446 0.28692 -0.05904
H 2.47779 2.41346 -0.75975
C 1.89073 -0.34298 1.66518
H 1.14642 1.92524 -2.03505
S -2.15593 1.72556 0.46186
O 0.81425 1.55556 -0.12496
H 2.41925 0.92671 -1.47763
H 1.29629 -0.45156 2.50879
C -1.96681 -1.58754 -0.27610
C -1.78893 -1.00271 0.91087
O 1.20112 -1.87378 -0.13081
H 0.00395 0.43037 -2.22353
C -1.50771 -0.97296 -1.48479
H -0.52534 0.39904 2.05466
H -2.56748 -2.57544 -0.53104
H -2.13472 -1.26945 1.89348
H 2.60878 -1.11360 1.87062
C 1.09514 -0.80767 0.42503
C -0.49873 -0.05309 -1.40457
*
```

=====

No. 3
C9H12OS | ωB97M-V with the def2-TZVPD basis set

For the strongest force on any atom, the calculation gives 4.4 eV Å⁻¹. For the HOMO-LUMO gap, the calculation gives 9.819 eV. Its total energy is -22407.3623 eV. Its energy above the lowest of the compared OMol25 structures with the same formula, charge and spin is 214.0 kJ/mol. Its HOMO energy is -9.0262 eV. For the LUMO energy, the calculation gives 0.793 eV. Its SMILES is C=C(C)COCc1cccs1.

The geometry in ORCA input format:
```
! RIJCOSX wB97M-V def2-TZVPD def2/J DEFGRID3
* xyz 0 1
H 2.75187 3.58710 1.71033
C 1.45685 2.35841 0.56741
H -1.33060 0.43189 0.11630
C -0.75842 -2.11461 -0.77360
C 0.24153 1.87692 0.52385
S -0.48997 2.00429 2.11845
H -0.73477 1.33663 -1.32225
H 0.82849 -1.60140 0.64890
C -1.02040 -2.28137 -2.21725
C 1.82098 3.05529 1.76695
H 2.11764 2.16957 -0.33789
H -0.12428 -2.75429 -2.61326
H 0.79267 3.59222 3.63310
O 0.48039 -0.11878 -0.90505
H -1.37423 -2.57272 1.26814
H 1.33631 -1.74789 -1.15342
C -0.51488 0.95022 -0.34935
H -2.28098 -3.22164 -0.14091
C -1.46382 -2.66307 0.23908
C 0.57793 -1.44725 -0.41900
H -2.05858 -2.71852 -2.35097
H -1.03166 -1.25495 -2.63546
C 0.77794 3.13394 2.62589
*
```

=====

No. 4
C9H12OSi | ωB97M-V with the def2-TZVPD basis set

For the strongest force on any atom, the calculation gives 3.8 eV Å⁻¹. For the HOMO-LUMO gap, the calculation gives 8.551 eV. Its total energy is -19449.9901 eV. Its energy above the lowest of the compared OMol25 structures with the same formula, charge and spin is 366.0 kJ/mol. Its HOMO energy is -7.9898 eV. For the LUMO energy, the calculation gives 0.561 eV.

The geometry in ORCA input format:
```
! RIJCOSX wB97M-V def2-TZVPD def2/J DEFGRID3
* xyz 0 1
C -3.68653 1.02638 0.12851
H -3.27938 1.95047 0.41847
H 1.46619 2.72819 -0.58763
C -1.02065 -1.69742 0.94248
H -3.89111 1.03093 -0.95368
H 4.50883 0.00664 -0.90063
H 2.54327 1.49756 1.09722
C -2.31095 -1.18490 0.80643
C 0.10232 -0.93735 0.82411
H -0.83980 -2.75541 1.12952
O 2.36672 -0.19105 -2.73899
C -1.27756 0.89740 0.15931
C 2.68799 -0.15523 -1.58516
C 0.02708 0.41024 0.43905
C -2.43316 0.16673 0.44183
H 0.91942 -1.50698 0.94744
Si 1.54848 1.30530 -0.03929
H -3.21732 -1.68689 0.73355
H 4.23160 -1.72869 -1.40525
C 3.75944 -0.81827 -0.83473
H 3.63099 -1.05590 0.19663
H -4.52905 0.72639 0.68081
H -1.30682 1.97184 0.10001
*
```